Computed, not measured: a molecular structure, C22H65N5O9, with ωB97M-V/def2-TZVPD.

Its total energy is -1827.0136 Ha. As for the total charge: 0. The calculation puts the molecular weight at 543.79 g mol⁻¹. The calculation puts the HOMO energy at -7.639 eV. The value obtained for the gap between HOMO and LUMO is 0.289 Ha. The value obtained for the energy above the lowest of the compared OMol25 structures with the same formula, charge and spin is 629.5 kcal/mol.

Cartesian coordinates (Å):
1 C 26.710 4.630 14.107
2 C 28.017 4.259 14.788
3 C 28.903 3.291 13.877
4 O 29.490 2.226 14.659
5 C 30.093 1.257 13.910
6 N 28.824 5.422 15.154
7 H 26.697 4.903 13.052
8 H 26.314 5.559 14.515
9 H 26.043 3.768 14.096
10 H 27.757 3.677 15.672
11 H 29.659 3.881 13.359
12 H 28.212 2.851 13.157
13 H 30.744 0.586 14.471
14 H 30.625 1.743 13.092
15 H 29.291 0.716 13.409
16 H 28.407 5.996 15.873
17 H 29.001 5.985 14.335
18 C 36.248 0.443 17.738
19 C 35.142 -0.454 18.104
20 C 35.440 -1.224 19.437
21 O 36.393 -2.185 19.053
22 C 36.908 -2.928 20.163
23 N 33.943 0.280 17.993
24 H 36.433 1.185 18.514
25 H 36.114 1.072 16.859
26 H 37.207 -0.064 17.635
27 H 35.215 -1.252 17.365
28 H 34.531 -1.660 19.850
29 H 35.764 -0.489 20.173
30 H 36.190 -3.624 20.597
31 H 37.207 -2.215 20.932
32 H 37.802 -3.482 19.877
33 H 33.841 0.909 17.209
34 H 33.958 0.875 18.809
35 C 34.019 4.706 14.425
36 C 34.447 3.973 13.168
37 C 33.481 2.913 12.729
38 O 33.821 2.423 11.373
39 C 33.118 1.317 10.905
40 N 34.587 5.078 12.196
41 H 33.403 5.595 14.287
42 H 34.972 5.117 14.759
43 H 33.648 4.093 15.246
44 H 35.494 3.669 13.171
45 H 32.488 3.344 12.602
46 H 33.445 2.193 13.547
47 H 32.201 1.605 10.390
48 H 33.106 0.581 11.708
49 H 33.778 0.894 10.147
50 H 33.916 5.798 12.422
51 H 34.170 4.769 11.329
52 C 30.643 -0.233 15.840
53 C 31.502 -1.412 15.695
54 C 32.458 -1.422 14.526
55 O 33.340 -0.317 14.593
56 C 33.017 0.552 13.536
57 N 32.188 -1.599 16.957
58 H 30.080 -0.103 14.916
59 H 31.150 0.639 16.254
60 H 29.863 -0.495 16.555
61 H 30.864 -2.267 15.471
62 H 31.985 -1.618 13.564
63 H 33.069 -2.318 14.632
64 H 33.511 0.354 12.585
65 H 33.406 1.527 13.829
66 H 31.963 0.555 13.258
67 H 32.899 -2.300 16.806
68 H 32.874 -0.889 17.171
69 C 29.771 2.792 22.183
70 C 30.927 3.697 21.793
71 C 31.900 3.150 20.739
72 O 33.020 3.991 20.568
73 C 33.869 3.418 19.512
74 N 30.335 4.822 21.165
75 H 29.036 3.359 22.755
76 H 30.109 1.992 22.842
77 H 29.099 2.497 21.377
78 H 31.379 4.134 22.683
79 H 31.481 3.275 19.741
80 H 32.094 2.090 20.899
81 H 33.521 3.543 18.487
82 H 33.916 2.336 19.642
83 H 34.916 3.636 19.724
84 H 30.950 5.541 21.520
85 H 30.609 4.751 20.195
86 O 31.785 4.463 14.705
87 H 31.956 3.790 14.046
88 H 31.143 4.065 15.293
89 O 28.653 1.558 16.710
90 H 29.144 2.296 17.070
91 H 28.858 1.566 15.775
92 C 33.303 2.094 16.782
93 C 31.729 2.299 16.685
94 O 31.296 2.393 15.393
95 O 33.678 0.775 16.287
96 H 33.609 2.152 17.827
97 H 33.836 2.917 16.305
98 H 31.527 3.232 17.211
99 H 31.042 1.554 17.085
100 H 30.348 2.259 15.318
101 H 33.131 0.555 15.529

Atoms 1-2, force components in eV/Å:
C -0.4414 -0.0389 -0.8459
C 1.0327 -0.2754 -0.8098

Mulliken atomic charge list, values in e, 4 entries: atom 1 (C): -1.726, atom 2 (C): 0.388, atom 3 (C): -0.661, atom 4 (O): -0.628

Computed, not measured: C20H22BNO5 in the gas phase, with ωB97M-V/def2-TZVPD.

Its total energy is -1231.1733 Ha. As for the total charge: 0. The calculation puts the molecular weight at 367.21 g mol⁻¹. The calculation puts the HOMO energy at -7.716 eV. The value obtained for the gap between HOMO and LUMO is 0.290 Ha. The value obtained for the energy above the lowest of the compared OMol25 structures with the same formula, charge and spin is 54.2 kcal/mol.

Cartesian coordinates (Å):
1 C 4.134 1.285 -5.028
2 C 2.957 0.901 -4.252
3 C 2.424 -0.354 -4.316
4 C 1.334 -0.811 -3.489
5 C 0.967 -0.044 -2.431
6 C 1.461 1.295 -2.408
7 C 1.104 2.364 -1.623
8 C 0.228 2.407 -0.464
9 C 0.667 1.414 0.705
10 N -0.444 1.076 1.599
11 C -1.402 0.132 1.211
12 O -1.316 -0.385 0.087
13 C -2.558 -0.380 2.067
14 C -3.832 -0.409 1.196
15 O -4.938 -0.502 2.039
16 C -2.333 -1.720 2.665
17 C -1.918 -2.675 1.810
18 C -1.808 -4.008 2.206
19 C -2.193 -4.386 3.462
20 C -2.679 -3.383 4.312
21 C -2.714 -2.070 3.966
22 B 2.183 1.713 1.310
23 O 2.702 0.836 2.303
24 O 2.882 2.713 0.716
25 C 1.878 3.472 -1.957
26 O 2.612 3.142 -3.077
27 C 2.435 1.801 -3.309
28 H 5.004 0.837 -4.633
29 H 4.107 0.826 -6.054
30 H 4.253 2.394 -5.053
31 H 2.842 -1.066 -5.058
32 H 1.120 -1.857 -3.504
33 H 0.137 -0.316 -1.774
34 H -0.854 2.063 -0.721
35 H 0.137 3.386 -0.050
36 H 1.041 0.466 0.296
37 H -0.277 1.325 2.555
38 H -2.611 0.419 2.899
39 H -3.786 -1.245 0.431
40 H -4.054 0.532 0.633
41 H -5.061 -1.485 2.165
42 H -1.704 -2.321 0.765
43 H -1.427 -4.684 1.511
44 H -2.109 -5.382 3.798
45 H -2.898 -3.752 5.316
46 H -2.936 -1.326 4.671
47 H 1.951 0.359 2.762
48 H 3.592 2.963 1.224
49 H 1.699 4.442 -1.479

Atoms 1-2, force components in eV/Å:
C 0.1017 0.7395 -2.3192
C 0.1613 1.1100 0.4488

Mulliken atomic charge list, values in e, 4 entries: atom 1 (C): -1.576, atom 2 (C): 0.966, atom 3 (C): -0.560, atom 4 (C): -0.967

Computed, not measured: a molecular structure, C22H46AsBrF6N6O7P2, with ωB97M-V/def2-TZVPD.

Its total energy is -7812.7493 Ha. As for the total charge: 0. The calculation puts the molecular weight at 837.41 g mol⁻¹. The calculation puts the HOMO energy at -8.269 eV. The value obtained for the gap between HOMO and LUMO is 0.273 Ha.

Cartesian coordinates (Å):
1 C 3.971 1.586 1.293
2 C 3.262 1.065 2.552
3 C 1.734 0.856 2.537
4 C 1.112 2.233 2.337
5 N 1.224 -0.273 1.676
6 P 2.292 -1.813 2.088
7 N 2.539 -1.720 3.745
8 O 3.794 -1.603 1.393
9 C 1.326 -0.034 0.201
10 C 1.461 -1.257 -0.702
11 C 2.560 -1.094 -1.740
12 O 3.610 -0.542 -1.496
13 N 2.270 -1.746 -2.992
14 C 2.453 -0.821 -4.130
15 C 3.199 -2.897 -3.088
16 C 0.237 0.945 -0.350
17 N 0.827 2.251 -0.693
18 C 1.273 2.230 -2.105
19 C 0.256 2.311 -3.206
20 O 2.459 2.174 -2.329
21 C 0.242 3.492 -0.362
22 C 0.848 4.687 -1.078
23 O -0.612 3.676 0.486
24 N -0.994 0.975 0.458
25 Br -2.307 1.488 -0.796
26 C -1.261 -0.407 0.936
27 C -2.680 -0.624 1.478
28 C -3.911 -0.828 0.564
29 C -3.811 -1.509 -0.790
30 O -2.954 -2.647 -0.816
31 C -3.627 -3.879 -0.797
32 C -0.219 -0.815 2.023
33 C -0.664 -0.455 3.431
34 O -0.987 0.906 3.573
35 C -1.879 1.155 4.640
36 P -0.136 -2.781 2.166
37 N -0.632 -3.412 0.687
38 O -1.347 -3.301 3.213
39 H 4.842 2.171 1.572
40 H 4.357 0.748 0.716
41 H 3.342 2.150 0.612
42 H 3.839 0.233 2.943
43 H 3.390 1.832 3.314
44 H 1.529 0.654 3.581
45 H 1.218 2.775 3.273
46 H 1.627 2.820 1.588
47 H 0.057 2.216 2.107
48 H 2.044 -2.484 4.192
49 H 3.518 -1.704 3.993
50 H 4.350 -2.304 1.748
51 H 2.254 0.511 0.047
52 H 0.562 -1.502 -1.262
53 H 1.719 -2.199 -0.219
54 H 1.481 -0.478 -4.470
55 H 2.874 -1.382 -4.959
56 H 3.134 -0.003 -3.914
57 H 2.702 -3.759 -3.521
58 H 3.548 -3.181 -2.096
59 H 4.095 -2.652 -3.655
60 H -0.061 0.510 -1.313
61 H 0.430 1.570 -3.976
62 H -0.778 2.251 -2.889
63 H 0.388 3.285 -3.674
64 H 0.672 5.547 -0.444
65 H 1.923 4.593 -1.199
66 H 0.356 4.876 -2.026
67 H -1.189 -1.062 0.059
68 H -2.639 -1.507 2.114
69 H -2.908 0.194 2.158
70 H -4.373 0.139 0.384
71 H -4.652 -1.371 1.152
72 H -3.523 -0.849 -1.600
73 H -4.819 -1.838 -1.053
74 H -2.916 -4.638 -1.124
75 H -3.936 -4.143 0.222
76 H -4.468 -3.910 -1.486
77 H -1.522 -1.043 3.740
78 H 0.130 -0.741 4.134
79 H -2.915 1.164 4.304
80 H -1.654 2.142 5.032
81 H -1.751 0.443 5.455
82 H -1.499 -3.928 0.712
83 H 0.077 -4.002 0.273
84 H -1.938 -3.943 2.811
85 F -5.417 2.982 -4.279
86 As -3.993 2.038 -4.505
87 F -3.722 2.060 -2.765
88 F -3.039 3.478 -4.639
89 F -2.538 1.088 -4.651
90 F -4.226 1.995 -6.212
91 F -4.911 0.581 -4.311

Atoms 1-2, force components in eV/Å:
C 0.1524 -0.8001 -0.1314
C 0.4246 0.4879 -0.3581

Mulliken atomic charge list, values in e, 4 entries: atom 1 (C): -1.152, atom 2 (C): -0.711, atom 3 (C): 0.915, atom 4 (C): -1.963

Computed, not measured: a molecular structure, C22H17FeN6O4Se, with ωB97M-V/def2-TZVPD.

Its total energy is -5143.1873 Ha. As for the total charge: -1. The calculation puts the molecular weight at 564.22 g mol⁻¹. The calculation puts the HOMO energy (alpha / beta) at -3.927 / -4.002 eV. The value obtained for the gap between HOMO and LUMO (alpha / beta) is 0.201 / 0.204 Ha. The value obtained for the energy above the lowest of the compared OMol25 structures with the same formula, charge and spin is 14.3 kcal/mol.

Cartesian coordinates (Å):
1 Fe -0.762 -1.247 -1.248
2 N 3.756 -1.175 -1.404
3 C 2.461 -1.297 -1.765
4 N 1.466 -1.178 -0.968
5 C 1.697 -0.909 0.388
6 N 0.747 -0.675 1.213
7 N -0.484 -0.695 0.590
8 C -1.483 -0.401 1.313
9 C -2.785 -0.381 0.656
10 C -3.955 -0.082 1.336
11 C -5.150 -0.089 0.637
12 C -5.139 -0.396 -0.714
13 C -3.922 -0.678 -1.319
14 N -2.777 -0.653 -0.654
15 C 3.086 -0.862 0.865
16 C 3.418 -0.684 2.206
17 C 4.739 -0.618 2.597
18 C 5.754 -0.715 1.645
19 C 5.446 -0.889 0.312
20 C 4.111 -0.977 -0.073
21 H 4.475 -1.287 -2.098
22 H 2.268 -1.510 -2.812
23 H -1.354 -0.170 2.367
24 H -3.914 0.152 2.392
25 H -6.082 0.136 1.140
26 H -6.053 -0.424 -1.290
27 H -3.854 -0.939 -2.369
28 H 2.613 -0.587 2.922
29 H 4.989 -0.496 3.642
30 H 6.792 -0.643 1.943
31 H 6.232 -0.962 -0.430
32 C -0.571 0.908 -2.053
33 C -0.592 1.814 -0.972
34 C -1.798 2.378 -0.464
35 C -1.814 3.184 0.649
36 C -0.630 3.517 1.322
37 C 0.580 3.008 0.821
38 C 0.599 2.196 -0.283
39 C -0.649 4.376 2.463
40 N -0.665 5.070 3.386
41 H 0.387 0.695 -2.518
42 H -1.437 0.829 -2.701
43 H -2.727 2.144 -0.972
44 H -2.754 3.573 1.025
45 H 1.505 3.271 1.321
46 H 1.546 1.810 -0.649
47 O -1.084 -2.062 -2.936
48 Se -1.495 -3.586 -2.298
49 O -0.464 -4.702 -2.849
50 O -1.222 -3.194 -0.691
51 O -3.048 -3.900 -2.621

Atoms 1-2, force components in eV/Å:
Fe 0.0266 1.4572 1.8468
N 0.1616 0.0295 0.0586

Mulliken atomic charge list, values in e, 4 entries: atom 1 (Fe): 0.586, atom 2 (N): 0.031, atom 3 (C): -0.412, atom 4 (N): -0.238

> Number 1 is which compound?

C22H65N5O9

> Which formula does entry 2 have?

C20H22BNO5

> Look up the total charge of the second one.

0